(one)
Entry from the OMol25 dataset: 2 unconnected molecules or ions with the total composition C3H8NS (wB97M-V/def2-TZVPD).

Element x y z (Å)
C  -0.6140  1.6097  -1.9003
S  -0.8963  -0.1043  -2.5013
H  0.3660  2.0067  -2.1760
H  -1.3466  2.3508  -2.2382
H  -0.7074  1.5805  -0.8105
C  0.1305  -1.4060  2.2575
C  0.2834  -0.4783  1.2920
N  1.0162  -0.6012  0.1499
H  0.2689  -2.4491  1.9945
H  -0.3968  -1.1758  3.1682
H  -0.3615  0.3940  1.3381
H  1.6886  -1.3495  0.1816
H  0.5691  -0.3776  -0.7555

Computed properties:
**Orbital gap**: 6.681 eV
**Spin multiplicity**: 1
**Net charge**: -1
**HOMO**: -0.094 hartree

(two)
Entry from the OMol25 dataset: 2 unconnected molecules or ions with the total composition C3H8NS (wB97M-V/def2-TZVPD).

Element x y z (Å)
C  -0.2658  2.1620  0.7397
S  -1.7552  1.1046  0.3459
H  0.3051  2.0261  1.6173
H  0.6350  2.0022  -0.0551
H  -0.6995  3.1961  0.7415
C  0.1206  -1.5954  0.5759
C  0.4759  -1.0463  -1.6462
N  0.9113  -1.7290  -0.6322
H  -0.1627  -2.4707  1.0909
H  -0.7681  -1.0482  0.3475
H  0.6995  -1.0632  1.3828
H  1.0642  -0.9736  -2.6983
H  -0.5604  -0.5644  -1.8098

Computed properties:
**Orbital gap**: 6.419 eV
**Spin multiplicity**: 1
**Net charge**: -1
**HOMO**: -0.083 hartree

(three)
Entry from the OMol25 dataset: 2 unconnected molecules or ions with the total composition C3H8NS (wB97M-V/def2-TZVPD).

Element x y z (Å)
C  1.6039  -1.9956  -0.0382
S  1.7216  -0.9141  -1.4727
H  1.5346  -3.0755  -0.2297
H  0.6764  -1.7439  0.5034
H  2.3416  -1.9048  0.7696
C  -0.3259  1.9583  0.4014
C  -1.8657  0.3991  -0.2741
N  -1.7355  1.5940  0.1188
H  0.2941  1.1254  0.0507
H  -0.0235  2.7437  -0.2893
H  -0.1999  2.0890  1.4687
H  -2.8926  0.0197  -0.3220
H  -1.1290  -0.2954  -0.6867

Computed properties:
**Orbital gap**: 6.510 eV
**Spin multiplicity**: 1
**Net charge**: -1
**HOMO**: -0.086 hartree

(four)
Entry from the OMol25 dataset: 2 unconnected molecules or ions with the total composition C3H8NS (wB97M-V/def2-TZVPD).

Element x y z (Å)
C  1.1976  1.5753  1.1126
S  1.3320  2.3184  -0.5510
H  0.1806  1.2990  1.3785
H  1.5950  2.2497  1.8854
H  1.8860  0.7279  1.2547
C  -0.3909  -1.4307  0.2185
C  -1.3578  -0.5595  -1.7098
N  -1.5182  -1.2755  -0.6862
H  0.5883  -1.5028  -0.2631
H  -0.3547  -0.5570  0.8620
H  -0.5331  -2.2802  0.8860
H  -2.2388  -0.3541  -2.3172
H  -0.3860  -0.2105  -2.0704

Computed properties:
**Orbital gap**: 6.313 eV
**Spin multiplicity**: 1
**Net charge**: -1
**HOMO**: -0.082 hartree

Which one is most stable, and which one is least stable? (one) is the most stable of them, while (two) is the least stable.

(one)
Entry from the OMol25 dataset: 2 unconnected molecules or ions with the total composition C4H8N2 (wB97M-V/def2-TZVPD).

Element x y z (Å)
C  -0.4092  -1.2095  2.2667
C  -0.0572  -0.2869  -0.0132
C  -1.1526  -0.6154  3.2136
C  1.2539  1.3484  -2.7966
N  -0.1294  -0.6391  1.0891
N  0.0271  0.1076  -1.2754
H  0.0067  -2.2115  2.3668
H  -1.5440  0.3886  3.1262
H  -1.3860  -1.1548  4.1235
H  1.3371  2.2710  -2.2319
H  2.1228  0.7001  -2.8271
H  0.4987  1.2670  -3.5695
H  0.1883  -0.6799  -1.9192
H  -0.7561  0.7145  -1.5529

Computed properties:
**Orbital gap (spin up / spin down)**: 6.418 / 6.418 eV
**Spin multiplicity**: 1
**Net charge**: +2
**HOMO (spin up / spin down)**: -0.675 / -0.675 hartree

(two)
Entry from the OMol25 dataset: 2 unconnected molecules or ions with the total composition C4H8N2 (wB97M-V/def2-TZVPD).

Element x y z (Å)
C  2.5139  -0.3768  -0.2124
C  0.1473  -0.1051  0.4832
C  3.2827  0.4789  -1.0450
C  -1.2444  -0.0054  0.9639
N  1.2759  -0.0632  0.1440
N  -3.0810  -0.0833  0.0169
H  2.8532  -1.3075  0.0132
H  4.1325  0.0273  -1.6892
H  2.8313  1.3792  -1.4391
H  -1.4370  0.9814  1.3391
H  -3.5139  -0.9211  -0.2637
H  -1.4424  -0.8714  1.7168
H  -2.6861  0.4785  -0.7652
H  -3.6320  0.3884  0.7375

Computed properties:
**Orbital gap (spin up / spin down)**: 7.095 / 7.099 eV
**Spin multiplicity**: 1
**Net charge**: +2
**HOMO (spin up / spin down)**: -0.693 / -0.693 hartree

Which one is most stable, and which one is least stable? (two) is the most stable of them, while (one) is the least stable.

(one)
Entry from the OMol25 dataset: 2 unconnected molecules or ions with the total composition C9H20OSi (wB97M-V/def2-TZVPD).

Element x y z (Å)
C  1.2803  -0.2348  2.8196
C  1.6203  0.2400  1.6370
C  -1.5755  -1.8971  1.2427
C  0.1207  -2.5202  -0.5236
C  0.3146  2.3545  -1.9711
C  1.9595  0.4146  -2.0645
C  -2.0691  1.5579  1.2832
C  -0.8870  -1.5692  -0.0691
C  1.2496  1.4055  -1.2276
O  -0.7932  1.7063  0.7597
Si  0.3787  0.6448  0.2959
H  1.8767  -0.7814  3.5249
H  0.2318  -0.0629  3.0266
H  2.6786  0.0146  1.5283
H  -0.8182  -2.0118  2.0353
H  -2.1779  -1.0173  1.3627
H  -2.1889  -2.8249  1.2193
H  0.9611  -2.5282  0.2859
H  0.5226  -2.2178  -1.4402
H  -0.2061  -3.5457  -0.6334
H  -0.0800  1.8006  -2.9164
H  -0.4706  2.5965  -1.1690
H  0.8901  3.3206  -2.2869
H  2.2679  0.7730  -2.9892
H  1.3160  -0.3805  -2.3475
H  2.8778  -0.0103  -1.6313
H  -2.1492  0.6358  2.0175
H  -2.7942  1.5782  0.4029
H  -2.2349  2.4687  1.8615
H  -1.6124  -1.2178  -0.8736
H  1.9708  1.9647  -0.6278

Computed properties:
**Orbital gap**: 8.590 eV
**Spin multiplicity**: 1
**HOMO**: -0.282 hartree

(two)
Entry from the OMol25 dataset: C9H20OSi in the gas phase (wB97M-V/def2-TZVPD).

Element x y z (Å)
C  2.5567  1.0811  -2.2324
C  2.3319  1.3897  -0.9450
C  -1.8367  0.6428  -2.1334
C  1.2604  -1.5877  2.1754
C  -2.4803  -0.9097  1.3764
C  -0.9585  -0.5316  -1.6237
C  0.8768  -1.5435  0.7219
C  -1.4930  0.2626  1.5552
C  1.1044  1.5414  -0.1723
O  1.1942  1.9816  1.1506
Si  -0.0686  -0.0974  0.1190
H  3.4208  0.9042  -2.7977
H  1.6910  0.9619  -3.0349
H  3.2177  1.7708  -0.3795
H  -2.6586  0.7193  -1.5725
H  -1.3395  1.6613  -1.9882
H  -2.0450  0.4925  -3.1643
H  1.6358  -0.6380  2.6095
H  0.3816  -1.9597  2.7380
H  2.0240  -2.3712  2.3377
H  -2.0785  -1.9032  1.4880
H  -3.3380  -0.7309  2.0251
H  -2.8639  -0.7967  0.3263
H  -0.1135  -0.5623  -2.3367
H  -1.4253  -1.4699  -1.6081
H  0.1816  -2.4222  0.5991
H  1.6338  -1.7918  -0.0108
H  -1.1930  0.2368  2.6306
H  -2.0639  1.1136  1.5882
H  0.3626  2.1586  -0.7077
H  2.0832  2.3976  1.2663

Computed properties:
**Orbital gap**: 9.302 eV
**Spin multiplicity**: 1
**HOMO**: -0.308 hartree
**Structure (SMILES)**: C=C[C@H](O)[Si](CC)(CC)CC

Which one is most stable, and which one is least stable? (two) is the most stable of them, while (one) is the least stable.